# C28H36MnP2Si

A structure of composition C28H36MnP2Si at a distorted geometry (the ωB97M-V functional and the def2-TZVPD basis, the OMol25 dataset).

The geometry in XYZ format:
```
68
C28H36MnP2Si the ωB97M-V functional and the def2-TZVPD basis
C 0.34 2.30 2.13
C 0.66 2.40 0.72
C -0.59 2.20 -0.02
H 1.66 2.50 0.27
C -1.68 2.18 0.96
C -1.09 2.21 2.26
H -1.63 2.28 3.21
H 1.04 2.51 2.95
H -0.73 2.41 -1.09
H -2.75 2.09 0.72
Mn -0.26 0.51 0.94
C -0.60 -1.21 -0.69
H -1.53 -0.44 -0.61
H -0.78 -2.19 -0.15
H 0.55 -0.79 -0.53
Si -0.08 -0.01 -2.77
C 1.32 -0.52 -3.90
C 2.26 0.50 -4.14
H 2.11 1.46 -3.66
C 3.35 0.31 -4.97
H 4.05 1.11 -5.12
C 3.51 -0.90 -5.61
H 4.37 -1.07 -6.24
C 2.59 -1.93 -5.42
H 2.72 -2.88 -5.92
C 1.49 -1.73 -4.58
H 0.77 -2.53 -4.45
C -1.48 0.58 -3.85
C -1.32 0.84 -5.24
H -0.46 0.39 -5.77
C -2.19 1.67 -5.95
H -2.01 1.90 -6.99
C -3.28 2.20 -5.29
H -3.95 2.88 -5.80
C -3.57 1.85 -3.96
H -4.47 2.23 -3.45
C -2.69 1.01 -3.27
H -2.92 0.71 -2.27
H 0.46 1.18 -2.02
H -0.62 -1.49 -1.81
C -1.78 -2.52 2.46
P -1.45 -0.73 2.74
C -3.05 -0.11 3.38
C -0.36 -0.74 4.23
C -0.83 -0.90 5.54
C 0.09 -0.88 6.60
C 1.45 -0.75 6.35
C 1.92 -0.61 5.03
C 1.00 -0.62 3.97
P 1.49 -0.40 2.19
C 3.06 0.52 2.31
C 2.03 -2.08 1.69
H -2.11 -2.68 1.42
H -2.59 -2.78 3.16
H -0.88 -3.09 2.69
H -3.44 -0.88 4.06
H -2.89 0.84 3.91
H -3.72 0.04 2.52
H -1.91 -1.03 5.72
H -0.30 -0.98 7.61
H 2.15 -0.72 7.19
H 2.99 -0.52 4.86
H 3.87 -0.17 2.54
H 3.25 1.02 1.36
H 2.99 1.28 3.10
H 1.20 -2.79 1.75
H 2.83 -2.41 2.37
H 2.40 -2.04 0.65
```

The relative energy (zero: lowest compared OMol25 entry of this formula, charge and spin) comes out at 7.5 kcal/mol. As for the multiplicity: 6.